No. 1
This record from the Open Molecules 2025 dataset describes C4H2Br2Cl2F2N2 in the gas phase. The level of theory is ωB97M-V/def2-TZVPD.

Each line ends with the Mulliken charge.
Positions of all 14 atoms, in Å:
C  0.072  -2.470  -0.438  0.26
C  0.394  -2.485  -1.709  0.21
C  -0.034  -1.194  0.437  -0.05
C  0.216  0.627  -1.251  -0.05
N  1.107  0.096  -2.188  -0.26
N  0.383  0.074  0.041  -0.23
F  0.339  -3.364  -2.664  -0.20
F  -1.352  -1.122  0.762  -0.26
Cl  -0.691  -3.822  0.404  -0.18
Cl  -1.614  0.398  -1.546  -0.13
Br  0.874  0.728  -3.934  0.03
Br  1.751  0.863  1.016  0.04
H  0.528  -1.382  1.509  0.28
H  0.445  1.670  -0.969  0.53

Calculated values
Molecular weight, Da: 346.78
LUMO level (alpha / beta), Ha: -0.0788 / -0.0517
HOMO level (alpha / beta), hartree: -0.3618 / -0.3625
2S+1: 1
Max |F|, eV/Å: 4.21
Orbital gap (alpha / beta), eV: 7.699 / 8.457
Total charge: 0

No. 2
This record from the Open Molecules 2025 dataset describes 3 unconnected molecules or ions with the total composition C4H2Cl2F2O2. The level of theory is ωB97M-V/def2-TZVPD.

Each line ends with the Mulliken charge.
Positions of all 12 atoms, in Å:
C  -0.073  1.408  -1.039  -0.78
C  1.204  1.159  -1.360  0.60
C  -1.043  0.397  -1.065  0.79
C  0.223  -0.494  2.064  0.20
O  -0.916  -0.828  -1.107  -0.62
O  2.280  1.048  -1.709  -0.22
F  -0.966  -0.858  2.601  -0.16
F  1.106  -0.914  2.971  -0.13
Cl  -2.704  0.819  -0.773  -0.17
Cl  0.919  -2.432  0.584  -0.34
H  -0.266  2.359  -0.809  0.47
H  0.237  -1.664  -0.358  0.37

Calculated values
Molecular weight, Da: 190.96
LUMO level, Ha: -0.0140
HOMO level, hartree: -0.3712
2S+1: 1
Max |F|, eV/Å: 3.78
Orbital gap, eV: 9.720
Total charge: 0

No. 3
This record from the Open Molecules 2025 dataset describes a gas-phase ion, C4H2ClF2O2 (charge -1). The level of theory is ωB97M-V/def2-TZVPD.

Each line ends with the Mulliken charge.
Positions of all 11 atoms, in Å:
C  -1.060  -0.639  1.268  0.31
C  0.701  0.016  -0.710  -0.89
C  0.195  -0.161  0.811  0.95
C  -0.032  0.668  -1.826  -0.34
O  -1.989  -0.485  2.019  -0.56
O  -0.111  -1.554  1.088  -0.40
F  -1.389  0.182  -1.845  -0.26
F  -0.223  2.037  -1.452  -0.25
Cl  1.082  0.595  2.088  -0.24
H  1.739  0.392  -0.566  0.36
H  1.086  -1.051  -0.876  0.31

Calculated values
Molecular weight, Da: 155.51
LUMO level, Ha: 0.1206
HOMO level, hartree: -0.0880
2S+1: 1
Max |F|, eV/Å: 3.57
Orbital gap, eV: 5.678
Total charge: -1

No. 4
This record from the Open Molecules 2025 dataset describes C4H2ClF3 in the gas phase. The level of theory is ωB97M-V/def2-TZVPD.

Each line ends with the Mulliken charge.
Positions of all 10 atoms, in Å:
F  1.174  0.897  -1.460  -0.24
C  0.540  0.848  -0.272  0.63
F  0.741  1.941  0.511  -0.25
C  -1.194  0.448  -0.297  -0.47
C  -0.900  -0.746  0.197  -0.77
C  0.618  -0.556  0.418  0.72
F  1.039  -0.659  1.695  -0.24
Cl  1.519  -1.747  -0.510  -0.18
H  -1.938  1.108  -0.672  0.42
H  -1.599  -1.535  0.388  0.38

Calculated values
Molecular weight, Da: 142.51
LUMO level, Ha: 0.0344
HOMO level, hartree: -0.3962
2S+1: 1
Max |F|, eV/Å: 5.20
Orbital gap, eV: 11.716
Total charge: 0

No. 5
This record from the Open Molecules 2025 dataset describes C4H2ClNO in the gas phase. The level of theory is ωB97M-V/def2-TZVPD.

Each line ends with the Mulliken charge.
Positions of all 9 atoms, in Å:
O  1.206  -1.956  -0.479  -0.45
C  0.722  -0.923  -0.107  0.52
C  0.131  -0.414  1.393  -0.24
N  -0.907  0.496  1.140  -0.39
C  -0.748  0.970  -0.223  -0.27
C  0.212  0.273  -0.900  0.29
Cl  0.538  0.644  -2.567  -0.17
H  0.170  -1.014  2.234  0.38
H  -1.326  1.924  -0.493  0.35

Calculated values
Molecular weight, Da: 115.52
LUMO level, Ha: -0.0665
HOMO level, hartree: -0.3513
2S+1: 1
Max |F|, eV/Å: 7.29
Orbital gap, eV: 7.748
Total charge: 0

No. 6
This record from the Open Molecules 2025 dataset describes 2 unconnected molecules or ions with the total composition C4H2ClO2. The level of theory is ωB97M-V/def2-TZVPD.

Each line ends with the Mulliken charge.
Positions of all 9 atoms, in Å:
C  -0.987  1.448  -0.630  -0.48
C  -1.921  0.643  -0.484  0.46
C  1.282  -0.774  1.168  0.81
C  1.210  -1.130  -0.069  -0.86
O  -2.478  -0.442  -0.453  -0.69
O  1.411  -0.560  2.313  -0.41
Cl  -0.763  3.153  -0.596  -0.27
H  0.284  -1.499  -0.471  0.21
H  1.962  -0.838  -0.777  0.22

Calculated values
Molecular weight, Da: 117.51
LUMO level, Ha: 0.1336
HOMO level, hartree: -0.1019
2S+1: 1
Max |F|, eV/Å: 2.35
Orbital gap, eV: 6.409
Total charge: -1

No. 7
This record from the Open Molecules 2025 dataset describes a gas-phase ion, C4H2ClO2 (charge -1). The level of theory is ωB97M-V/def2-TZVPD.

Each line ends with the Mulliken charge.
Positions of all 9 atoms, in Å:
C  -0.478  -1.558  -0.081  -0.85
C  0.403  -0.626  0.314  0.48
O  1.308  -0.693  1.128  -0.70
C  0.215  0.915  -0.277  -0.15
Cl  0.210  0.760  -2.050  -0.27
C  0.167  2.041  0.288  0.57
O  0.119  2.882  1.119  -0.49
H  -0.672  -2.563  0.362  0.27
H  -1.271  -1.157  -0.803  0.13

Calculated values
Molecular weight, Da: 117.51
LUMO level, Ha: 0.1280
HOMO level, hartree: -0.1051
2S+1: 1
Max |F|, eV/Å: 5.14
Orbital gap, eV: 6.345
Total charge: -1

No. 8
This record from the Open Molecules 2025 dataset describes a gas-phase ion, C4H2ClO2 (charge -1). The level of theory is ωB97M-V/def2-TZVPD.

Each line ends with the Mulliken charge.
Positions of all 9 atoms, in Å:
O  0.011  -0.668  2.669  -0.52
C  -0.376  0.045  1.778  0.69
C  -0.605  0.640  0.653  -0.55
C  0.016  0.432  -0.769  0.58
O  -0.034  1.484  -1.448  -0.76
C  0.426  -0.831  -1.029  -0.54
Cl  1.394  -1.151  -2.442  -0.27
H  -1.429  1.485  0.696  0.19
H  0.597  -1.435  -0.109  0.18

Calculated values
Molecular weight, Da: 117.51
LUMO level, Ha: 0.1382
HOMO level, hartree: -0.1098
2S+1: 1
Max |F|, eV/Å: 3.55
Orbital gap, eV: 6.747
Total charge: -1

No. 9
This record from the Open Molecules 2025 dataset describes a molecular structure, C4H2ErO2. The level of theory is ωB97M-V/def2-TZVPD.

Each line ends with the Löwdin spin population.
Positions of all 9 atoms, in Å:
O  0.916  -1.100  -1.620  0.09
C  0.688  0.068  -2.237  0.07
C  0.012  1.035  -1.466  0.04
C  -0.355  1.591  -0.384  0.02
H  0.961  0.183  -3.290  0.00
C  -0.550  -0.093  2.605  0.04
O  -1.171  -1.157  2.315  0.06
Er  0.153  -0.753  0.403  3.67
H  -0.654  0.225  3.674  0.00

Calculated values
Molecular weight, Da: 249.32
LUMO level (alpha / beta), Ha: -0.0575 / -0.0481
HOMO level (alpha / beta), hartree: -0.2166 / -0.3039
Expectation value of S²: 6.004
2S+1: 5
Max |F|, eV/Å: 3.97
Orbital gap (alpha / beta), eV: 4.330 / 6.963
Total charge: 0

No. 10
This record from the Open Molecules 2025 dataset describes a molecular structure, C4H2F12LiN2O9S4. The level of theory is ωB97M-V/def2-TZVPD.

Each line ends with the Mulliken charge.
Positions of all 34 atoms, in Å:
Li  3.298  -5.932  -19.187  1.20
C  1.303  -4.944  -16.241  0.70
F  1.018  -4.061  -17.187  -0.17
F  2.378  -4.525  -15.603  -0.22
F  0.303  -5.052  -15.376  -0.24
S  1.525  -6.650  -17.055  0.87
O  1.047  -7.584  -16.075  -0.60
O  0.812  -6.648  -18.308  -0.57
N  3.244  -6.648  -17.374  -0.41
S  3.900  -7.430  -16.208  0.92
O  3.731  -6.784  -14.929  -0.63
O  3.654  -8.863  -16.277  -0.66
C  5.757  -7.201  -16.561  0.59
F  6.067  -7.384  -17.839  -0.22
F  6.036  -5.927  -16.257  -0.23
F  6.493  -7.965  -15.784  -0.21
C  1.263  -5.295  -21.893  0.69
F  2.246  -5.468  -22.767  -0.24
F  0.139  -5.167  -22.569  -0.23
F  1.195  -6.337  -21.089  -0.18
S  1.598  -3.753  -20.879  0.75
O  1.737  -2.645  -21.789  -0.58
O  0.533  -3.668  -19.919  -0.58
N  3.061  -4.304  -20.165  -0.32
S  4.073  -3.120  -20.278  0.91
O  4.730  -3.087  -21.566  -0.69
O  3.621  -1.836  -19.795  -0.62
C  5.411  -3.642  -19.061  0.59
F  6.414  -2.774  -19.107  -0.23
F  4.924  -3.655  -17.836  -0.19
F  5.909  -4.834  -19.396  -0.20
O  4.249  -7.387  -20.254  -0.49
H  4.973  -7.961  -19.981  0.24
H  4.476  -7.099  -21.149  0.26

Calculated values
Molecular weight, Da: 585.25
LUMO level, Ha: 0.0731
HOMO level, hartree: -0.2762
2S+1: 1
Max |F|, eV/Å: 3.60
Orbital gap, eV: 9.505
Total charge: -1

No. 11
This record from the Open Molecules 2025 dataset describes 2 unconnected molecules or ions with the total composition C4H2F2. The level of theory is ωB97M-V/def2-TZVPD.

Each line ends with the Mulliken charge.
Positions of all 8 atoms, in Å:
C  -4.488  0.109  -0.584  -0.03
C  -4.416  0.637  0.449  0.03
C  0.318  -0.760  -0.096  -0.55
C  -0.935  -1.094  0.013  0.48
F  -1.770  -1.113  -1.024  -0.20
F  -1.618  -1.424  1.126  -0.21
H  1.089  -0.824  0.676  0.29
H  0.656  -0.629  -1.235  0.20

Calculated values
Molecular weight, Da: 88.06
LUMO level, Ha: -0.1654
HOMO level, hartree: -0.3798
2S+1: 1
Max |F|, eV/Å: 8.78
Orbital gap, eV: 5.832
Total charge: 0

No. 12
This record from the Open Molecules 2025 dataset describes a molecular structure, C4H2F2O. The level of theory is ωB97M-V/def2-TZVPD.

Each line ends with the Mulliken charge.
Positions of all 9 atoms, in Å:
C  -0.491  -0.174  0.847  -0.37
C  0.894  0.107  0.617  -0.37
C  -1.142  -0.177  -0.351  0.48
C  1.124  0.293  -0.680  0.17
O  -0.477  0.066  -1.436  -0.39
F  -2.458  -0.550  -0.600  -0.25
F  2.068  0.643  -1.459  -0.20
H  -1.095  -0.311  1.692  0.43
H  1.578  0.104  1.370  0.50

Calculated values
Molecular weight, Da: 104.05
LUMO level, Ha: 0.0209
HOMO level, hartree: -0.3206
2S+1: 1
Max |F|, eV/Å: 4.34
Orbital gap, eV: 9.295
Total charge: 0

Which formula does entry 10 have? C4H2F12LiN2O9S4